This record from the OMol25 dataset describes 16 unconnected molecules or ions with the total composition C81H207N19O29 in a non-equilibrium geometry. The level of theory is ωB97M-V with the def2-TZVPD basis set.

The geometry in XYZ format:
```
336
Properties=species:S:1:pos:R:3:forces:R:3:mulliken_charge:R:1
C 25.415 23.643 25.259 2.245 -1.233 0.762 0.232
O 25.332 22.492 25.636 -0.359 -2.394 -1.148 -0.785
N 26.210 24.126 24.298 1.318 -1.438 -2.496 0.428
N 24.907 24.555 26.007 -2.395 3.976 2.373 0.073
H 26.421 25.101 24.145 -0.480 0.084 0.255 -0.192
H 26.809 23.452 23.844 -0.263 -0.002 0.107 0.097
H 24.353 24.246 26.793 -0.062 0.160 -0.005 0.146
H 25.266 25.499 25.975 -0.270 -0.058 -0.045 0.143
C 30.470 24.432 21.633 0.410 2.209 1.146 0.549
O 31.113 25.331 21.171 1.702 2.182 -1.187 -0.683
N 30.336 23.267 21.161 -0.593 -6.146 -3.251 -0.167
N 29.829 24.500 22.780 -1.598 1.163 2.550 -0.033
H 29.709 22.652 21.660 0.430 -0.328 -0.620 0.088
H 30.711 22.926 20.287 -0.225 0.458 0.223 -0.122
H 30.050 25.270 23.394 -0.467 -0.239 0.527 0.083
H 29.110 23.814 22.963 0.278 0.553 0.621 0.166
C 23.628 19.503 20.245 3.779 -1.420 -0.177 0.722
O 24.833 19.532 20.314 2.058 0.371 0.140 -0.783
N 22.816 20.275 20.821 -3.476 5.217 3.297 -0.015
N 22.983 18.578 19.633 -2.759 -5.098 -3.745 -0.307
H 21.841 20.239 20.559 0.288 0.460 0.584 0.150
H 23.203 20.991 21.418 -0.245 0.488 -0.184 -0.265
H 23.413 17.711 19.345 0.160 0.479 -0.022 0.283
H 21.973 18.577 19.640 0.348 -0.295 -0.024 0.109
C 24.517 27.944 19.747 -1.643 -1.179 0.296 -0.080
O 23.914 29.169 19.397 1.425 1.079 0.122 -0.026
C 22.856 29.595 20.237 -0.515 0.818 -1.973 0.637
C 22.302 30.975 19.731 -0.268 -2.077 0.643 -1.833
N 21.752 30.868 18.317 0.715 1.644 3.191 0.438
C 21.578 32.288 17.862 1.608 -1.237 -1.385 -0.812
C 22.955 32.921 17.476 -0.460 0.522 -1.015 -0.801
O 23.699 32.252 16.393 -3.114 -0.128 1.445 -0.277
C 25.025 32.564 16.440 1.248 0.377 -0.663 -0.783
H 24.616 27.761 20.817 0.600 0.734 0.282 -0.280
H 25.419 27.670 19.200 0.022 0.708 -0.031 0.133
H 23.769 27.179 19.537 -0.105 -0.559 -0.480 0.325
H 23.098 29.674 21.297 0.182 -0.277 0.071 0.104
H 22.045 28.907 19.999 -0.423 -0.361 0.773 -0.299
H 23.011 31.779 19.925 0.264 0.009 -0.472 0.308
H 21.516 31.112 20.474 -0.518 0.426 -0.298 0.204
H 22.530 30.396 17.878 0.216 0.291 -0.964 0.080
H 21.099 32.919 18.611 0.205 -0.276 0.327 0.361
H 20.869 32.259 17.034 0.256 0.203 -0.353 0.433
H 23.567 33.106 18.359 0.335 -0.780 0.140 0.425
H 22.795 33.945 17.141 -0.326 0.206 -0.311 0.619
H 25.189 33.642 16.434 0.097 0.327 0.733 0.369
H 25.483 32.300 15.487 -0.017 -0.574 0.023 0.267
H 25.492 32.021 17.262 0.496 0.358 0.143 0.246
C 28.406 21.906 15.254 1.720 0.732 -1.692 -0.757
O 28.474 22.589 16.477 -0.937 -0.078 -0.545 -0.407
C 27.669 21.866 17.368 0.005 -0.218 1.044 0.676
C 28.412 20.684 17.944 -0.295 -0.216 1.345 -0.925
N 29.521 21.105 18.779 0.185 0.544 0.393 0.046
C 30.371 20.005 19.132 1.401 -0.109 0.523 -0.765
C 31.700 20.455 19.814 -1.775 -0.960 0.450 -0.600
O 32.492 19.300 20.048 -0.875 0.103 -0.494 -0.357
C 33.848 19.574 20.122 0.617 -0.078 -0.547 -0.753
H 28.918 22.534 14.526 0.215 0.197 -0.048 0.280
H 27.437 21.734 14.784 -0.447 -0.174 0.810 0.312
H 29.011 21.000 15.280 -0.329 -0.404 0.068 0.304
H 26.733 21.542 16.914 -0.079 -0.035 -0.229 0.015
H 27.421 22.535 18.192 0.013 0.056 0.133 -0.339
H 28.740 19.898 17.264 -0.122 0.145 -0.669 0.109
H 27.744 20.194 18.652 -0.469 -0.245 -0.167 0.481
H 30.022 21.892 18.393 0.139 -0.129 -0.468 0.342
H 30.679 19.401 18.278 0.004 -0.178 -0.441 0.397
H 29.853 19.323 19.806 -0.134 0.008 0.098 0.274
H 31.444 20.839 20.802 0.130 0.571 0.007 0.277
H 32.138 21.232 19.186 0.618 -0.060 -0.029 0.468
H 34.160 20.001 19.169 0.342 0.325 -0.070 0.327
H 34.387 18.632 20.219 -0.084 0.021 0.279 0.273
H 34.101 20.256 20.934 0.078 0.058 0.167 0.280
C 22.868 19.619 24.131 -0.350 0.783 -0.082 -0.760
O 22.244 19.080 25.264 0.592 -1.062 0.665 0.074
C 21.864 17.747 24.990 0.145 -1.117 -1.366 -1.036
C 21.557 17.024 26.260 -1.225 1.380 0.690 -0.345
N 20.543 16.003 26.197 0.177 -0.596 -1.899 -0.469
C 21.052 14.960 25.284 -1.086 -1.779 0.628 -0.358
C 19.951 13.909 25.127 0.189 0.615 -2.002 -0.691
O 20.332 12.926 24.082 -1.086 1.405 2.112 -0.307
C 19.274 12.018 23.903 1.198 -1.936 -0.819 -0.809
H 22.050 19.807 23.434 0.310 -0.255 -0.831 0.388
H 23.658 18.958 23.775 -0.108 0.043 -0.381 0.457
H 23.295 20.600 24.340 0.122 -0.097 0.442 -0.088
H 22.568 17.089 24.481 1.301 0.761 -0.258 0.493
H 21.095 17.728 24.218 -1.016 0.194 0.322 0.538
H 21.098 17.883 26.750 0.467 -0.312 1.501 0.283
H 22.458 16.569 26.670 0.355 0.767 0.443 0.290
H 20.493 15.557 27.102 -0.149 0.114 0.217 0.287
H 21.934 14.489 25.718 0.497 -0.008 -0.244 0.307
H 21.220 15.224 24.240 0.350 0.809 0.304 0.250
H 19.160 14.503 24.671 -0.540 -0.147 0.177 0.321
H 19.560 13.522 26.067 0.336 -0.672 -0.017 0.339
H 19.138 11.370 24.769 -0.377 0.348 0.459 0.328
H 19.682 11.315 23.178 -0.067 -0.120 -0.288 0.285
H 18.319 12.312 23.466 -0.016 0.943 0.360 0.306
C 24.263 18.591 31.671 0.586 -0.812 -0.280 -0.757
O 23.249 18.175 30.748 0.327 1.357 0.862 -0.348
C 22.368 19.295 30.393 1.566 -0.966 -0.178 -0.476
C 22.919 20.044 29.134 -0.258 -0.131 0.783 -0.293
N 22.247 21.310 28.953 -0.928 0.466 -0.065 -0.338
C 22.183 21.722 27.552 -0.479 0.007 0.697 -0.390
C 21.615 23.139 27.410 -0.743 -0.677 -0.861 0.116
O 22.473 24.191 27.704 1.705 0.545 0.695 -0.476
C 21.932 25.490 27.542 -0.254 -0.633 -0.068 -0.648
H 24.861 17.727 31.961 -0.197 -0.352 -0.256 0.290
H 23.936 18.996 32.628 -0.731 0.244 -0.126 0.293
H 25.000 19.275 31.251 -0.213 0.355 -0.341 0.306
H 22.319 19.970 31.247 -0.100 0.199 -0.022 0.369
H 21.416 18.770 30.312 -0.220 0.622 -0.651 0.255
H 22.837 19.423 28.242 -0.258 -0.032 0.005 0.074
H 23.973 20.310 29.213 0.444 -0.819 0.452 0.280
H 22.714 22.031 29.484 0.091 0.011 0.091 0.301
H 21.457 21.052 27.092 -0.202 0.094 -0.244 -0.091
H 23.122 21.480 27.053 0.317 0.752 -0.379 0.439
H 20.726 23.234 28.033 -0.229 -0.264 0.287 0.428
H 21.255 23.238 26.386 -0.033 0.052 -0.357 -0.267
H 21.555 25.601 26.526 -0.147 0.176 -0.176 0.066
H 22.699 26.242 27.724 0.135 -0.230 0.017 0.364
H 21.113 25.649 28.244 -0.189 0.078 0.038 0.407
C 21.705 23.743 17.111 0.088 0.352 -0.374 -0.582
O 22.166 22.476 16.633 -0.315 1.897 0.614 -0.486
C 23.247 22.042 17.452 -1.499 -2.413 -0.809 0.354
C 23.539 20.652 16.800 0.551 1.167 1.259 -1.017
N 24.081 20.902 15.507 1.490 -0.724 -1.032 -0.095
C 24.265 19.671 14.725 -0.646 -0.276 0.935 -1.095
C 25.153 18.553 15.286 1.107 1.945 -0.731 -0.495
O 26.503 19.031 15.139 -0.573 0.161 0.426 -0.077
C 27.356 17.939 15.201 0.883 -0.165 -0.817 -1.049
H 21.387 23.717 18.154 -0.099 -0.260 0.152 0.082
H 20.895 24.168 16.519 -0.199 -0.638 -0.168 0.374
H 22.475 24.511 17.039 0.479 -0.046 0.078 0.324
H 22.864 21.868 18.458 0.080 0.139 0.354 -0.039
H 24.082 22.741 17.497 0.177 -0.089 -0.360 0.048
H 22.663 20.011 16.699 -0.739 0.216 0.463 0.586
H 24.194 20.110 17.482 0.552 -0.037 -0.311 0.251
H 23.406 21.414 14.957 -0.071 0.484 0.292 0.233
H 24.610 19.954 13.731 0.178 -0.220 0.045 0.378
H 23.278 19.218 14.629 -0.417 -0.359 -0.325 0.531
H 24.994 17.701 14.625 0.028 -0.336 0.088 0.510
H 25.084 18.268 16.335 -0.822 -0.010 0.045 0.302
H 27.304 17.362 16.124 -0.318 -0.133 0.140 0.373
H 28.393 18.253 15.084 -0.017 0.295 0.067 0.245
H 27.115 17.349 14.317 0.220 -0.807 0.121 0.427
C 25.531 27.546 23.611 1.240 -0.084 0.715 0.342
O 26.451 26.739 24.447 -0.798 0.713 -0.177 -0.549
C 27.853 27.001 24.337 0.808 -0.283 0.839 0.530
C 28.677 26.293 25.513 -2.200 -0.226 -0.116 -1.786
N 30.064 26.098 25.258 -0.061 0.418 -0.964 -0.164
C 30.761 27.312 24.929 0.140 0.196 -0.512 0.055
C 32.215 26.967 24.869 0.953 2.297 0.066 -1.121
O 32.629 26.450 26.098 0.170 -1.817 0.832 -0.425
C 33.745 25.570 25.981 -0.409 0.336 -0.198 -0.759
H 25.644 28.600 23.867 0.322 0.055 -0.275 0.370
H 24.486 27.332 23.835 0.266 -0.616 0.324 -1.009
H 25.703 27.352 22.553 0.200 0.025 0.040 -0.030
H 28.020 28.072 24.448 0.052 0.167 -0.290 0.869
H 28.263 26.646 23.392 -0.201 0.051 -0.300 -0.479
H 28.278 25.302 25.727 -0.455 -0.051 -0.247 0.483
H 28.439 26.873 26.404 0.248 0.380 0.350 0.440
H 30.550 25.686 26.042 -0.180 -0.182 0.159 0.311
H 30.475 28.123 25.599 0.511 0.232 0.561 0.672
H 30.527 27.732 23.951 -0.308 -0.345 -0.221 -0.215
H 32.801 27.882 24.790 -0.125 0.544 -0.504 0.382
H 32.485 26.434 23.957 -0.252 -0.926 0.238 0.605
H 34.470 26.073 25.340 0.509 -0.183 0.183 0.336
H 33.475 24.621 25.516 -0.215 -0.058 -0.238 0.278
H 34.135 25.322 26.968 0.024 0.423 -0.023 0.259
C 20.625 28.369 11.635 -2.265 0.543 -0.543 -0.821
O 20.928 29.173 12.729 0.331 0.076 1.979 -0.360
C 20.330 28.779 14.027 0.927 0.143 -1.304 -0.712
C 21.029 29.526 15.193 -1.240 -0.189 0.406 -0.175
N 20.205 29.355 16.422 -0.260 -0.437 -1.008 -0.377
C 20.383 28.017 16.929 0.390 -0.810 1.399 -0.606
C 19.546 27.721 18.144 -1.114 -0.556 0.621 -0.163
O 19.759 26.405 18.703 1.484 1.350 -3.139 0.073
C 19.030 26.139 19.823 0.336 -0.917 0.422 0.260
H 21.414 27.794 11.151 0.147 -0.144 0.609 0.259
H 20.140 28.983 10.876 0.781 0.723 -0.553 0.307
H 19.689 27.842 11.821 0.368 -1.297 0.475 0.346
H 20.387 27.696 14.131 0.662 -0.169 0.071 0.424
H 19.247 28.907 13.999 -0.103 0.858 0.084 0.383
H 21.118 30.601 15.035 -0.129 -0.067 -0.471 0.326
H 22.035 29.153 15.381 0.268 -0.236 -0.351 0.031
H 20.594 29.934 17.152 -0.129 0.454 0.051 0.871
H 21.361 27.944 17.405 1.002 -0.602 -0.863 -0.027
H 20.151 27.236 16.205 0.476 0.092 -0.148 0.433
H 18.509 27.811 17.821 -0.447 0.217 0.468 0.397
H 19.809 28.393 18.960 -0.337 0.606 -0.067 -0.311
H 19.051 26.997 20.495 -0.425 -0.103 0.379 -0.190
H 19.615 25.306 20.215 -0.443 -0.111 0.915 -0.292
H 18.043 25.765 19.551 -0.355 0.364 0.380 -0.031
C 25.232 31.558 22.396 -0.417 -0.994 0.960 -0.744
O 24.458 30.641 23.242 0.210 0.838 -0.725 0.271
C 24.208 31.037 24.597 1.032 0.469 -0.488 -1.125
C 23.065 30.246 25.132 -0.341 -0.425 -0.608 0.018
N 21.834 30.654 24.505 -1.525 0.518 -0.638 -0.367
C 20.649 29.866 24.846 0.304 0.214 0.149 -0.012
C 19.505 30.027 23.866 1.258 0.218 1.066 -1.399
O 19.975 29.629 22.584 -1.473 0.736 0.048 0.095
C 18.981 29.922 21.593 0.007 -0.736 -0.502 -0.659
H 25.862 30.963 21.736 -0.377 -0.203 -0.091 -0.044
H 25.946 32.147 22.972 -0.286 0.262 0.245 0.446
H 24.541 32.172 21.818 0.134 0.179 0.074 0.275
H 23.979 32.094 24.735 -0.076 0.282 -0.506 0.496
H 25.138 30.865 25.138 0.032 -0.201 0.437 0.510
H 23.003 30.413 26.207 -0.013 -0.349 0.075 0.477
H 23.233 29.210 24.840 0.341 -0.580 0.711 -0.200
H 21.863 30.496 23.508 0.799 0.320 -0.351 0.228
H 20.268 30.200 25.811 0.062 -0.441 0.272 0.421
H 20.862 28.798 24.811 0.207 -0.385 0.618 -0.162
H 19.174 31.064 23.930 -0.126 0.221 -0.637 0.530
H 18.730 29.407 24.317 -0.462 -0.338 -0.645 0.610
H 18.155 30.548 21.932 0.442 0.519 0.229 0.432
H 18.456 29.027 21.261 0.191 -0.465 0.132 0.092
H 19.466 30.316 20.699 -0.008 0.302 0.123 0.100
C 31.784 32.991 20.181 -0.623 1.210 -0.020 -0.843
O 32.017 32.180 21.290 -2.970 1.484 0.306 -0.287
C 32.993 31.289 21.225 3.360 -2.408 0.788 -0.619
C 32.969 30.373 22.459 -1.460 0.542 0.689 -0.996
N 31.633 29.675 22.583 0.631 -0.794 -0.927 -0.133
C 31.451 28.629 21.524 0.313 -0.029 0.001 -1.434
C 29.972 28.348 21.193 0.349 0.282 0.669 0.899
O 29.309 29.564 20.795 0.914 0.327 0.536 -0.576
C 27.982 29.429 20.368 -0.081 -1.346 -0.981 -0.224
H 32.550 33.751 20.024 0.603 -0.179 0.001 0.339
H 30.904 33.585 20.426 -0.176 -0.146 0.025 0.270
H 31.571 32.514 19.224 0.202 -0.649 0.108 0.319
H 33.945 31.815 21.305 0.667 -0.046 -0.587 0.496
H 32.968 30.631 20.356 0.003 0.292 -0.539 0.351
H 33.215 30.970 23.337 -1.337 0.877 0.345 0.495
H 33.857 29.786 22.695 -0.134 -1.228 -1.505 0.468
H 30.905 30.276 22.226 0.113 1.269 0.712 0.370
H 31.936 27.702 21.831 -0.231 -0.184 -0.037 0.263
H 31.938 28.926 20.595 0.079 0.055 -0.222 0.778
H 29.526 27.927 22.094 -0.485 0.238 0.272 -0.713
H 29.912 27.523 20.483 0.064 0.286 -0.555 0.335
H 27.498 28.636 20.937 -0.422 0.075 0.225 -0.087
H 27.974 29.117 19.323 0.019 -0.412 -0.294 0.280
H 27.357 30.321 20.315 0.589 0.421 0.808 0.287
C 19.278 28.799 28.134 -0.530 -0.852 0.478 -1.006
O 19.111 27.769 27.200 -0.168 -0.839 -1.747 -0.062
C 17.798 27.585 26.627 0.481 0.223 0.382 -0.822
C 17.775 26.412 25.658 1.612 1.118 -1.848 0.292
N 16.515 26.187 24.992 -1.218 -0.488 3.290 -0.164
C 15.634 25.417 25.951 -2.103 -0.565 -3.055 -0.624
C 14.414 24.846 25.049 -0.404 0.278 1.052 -0.288
O 13.496 24.038 25.764 -1.512 -1.320 1.370 -0.448
C 12.198 23.750 25.140 1.279 0.827 -1.034 -0.723
H 18.738 28.423 29.004 0.159 0.642 0.694 0.348
H 18.892 29.782 27.863 -0.166 0.048 -0.387 0.366
H 20.348 28.876 28.326 -0.094 -0.002 0.120 0.219
H 17.563 28.497 26.079 -0.526 0.106 0.141 0.258
H 17.072 27.344 27.403 -0.171 0.520 0.358 0.494
H 18.294 25.571 26.120 -0.360 -0.534 0.186 0.249
H 18.385 26.698 24.801 0.813 0.126 0.138 -0.392
H 16.600 25.870 24.037 0.068 -0.517 0.216 0.315
H 15.206 26.062 26.718 0.122 0.161 -0.133 0.479
H 16.106 24.572 26.454 0.410 -0.096 -0.139 0.287
H 14.775 24.211 24.239 0.357 0.467 -0.282 0.125
H 13.776 25.665 24.716 0.691 0.539 -0.681 0.391
H 12.357 23.567 24.078 0.180 -0.144 -0.259 0.251
H 11.490 24.579 25.152 0.251 0.489 0.441 0.292
H 11.634 22.885 25.488 0.854 -0.101 0.789 0.292
C 19.390 21.218 24.341 -0.474 1.024 -0.539 -0.740
O 19.483 22.608 24.736 -0.553 -0.281 -0.128 -0.147
C 19.038 23.640 23.776 1.507 -1.678 0.249 0.755
C 17.599 23.525 23.307 -0.050 0.365 0.226 -0.660
N 17.221 24.532 22.255 1.167 -0.838 1.715 0.090
C 15.875 24.272 21.825 -0.536 0.604 -0.179 -0.499
C 15.830 24.410 20.338 -1.283 0.402 -0.647 -1.041
O 16.773 23.591 19.751 0.569 -1.133 0.057 -0.309
C 16.679 23.498 18.361 0.479 0.377 -0.677 -0.719
H 19.837 20.510 25.038 0.225 0.670 0.462 0.060
H 19.905 21.073 23.391 -0.003 -0.011 -0.314 0.298
H 18.342 20.935 24.238 -0.081 -0.103 -0.148 0.378
H 19.694 23.529 22.914 0.132 0.135 -0.398 -0.212
H 19.382 24.535 24.295 -0.740 0.265 -0.177 -1.212
H 16.961 23.555 24.190 -0.297 0.387 -0.086 0.526
H 17.429 22.543 22.864 0.208 -0.351 0.072 0.911
H 17.793 24.242 21.474 0.411 0.304 -0.208 0.099
H 15.198 25.034 22.211 -0.181 -0.044 0.227 0.208
H 15.529 23.299 22.174 -0.185 -0.256 -0.229 0.459
H 15.968 25.448 20.035 0.364 0.406 0.114 0.326
H 14.842 24.180 19.939 -0.383 -0.303 0.146 0.627
H 17.011 24.431 17.906 0.149 0.243 -0.166 0.228
H 15.676 23.326 17.970 -0.301 -0.254 0.345 0.326
H 17.343 22.708 18.011 -0.071 -0.011 0.155 0.243
C 26.220 29.167 15.941 0.674 -0.108 -0.114 -0.529
O 27.360 28.588 16.595 -0.567 -0.063 -0.786 -0.293
C 27.577 27.189 16.375 0.606 0.147 -1.280 -0.401
C 28.104 26.700 14.957 0.714 2.300 1.793 -0.455
N 29.574 26.934 14.871 -0.519 -1.768 -0.725 -0.328
C 29.901 26.494 13.503 0.314 1.504 -0.490 -0.649
C 31.323 26.837 13.044 0.349 0.263 1.165 -0.632
O 31.516 28.277 13.069 0.307 -0.355 0.013 -0.300
C 32.881 28.702 12.832 -1.076 -0.735 -0.567 -0.729
H 25.263 28.828 16.335 -0.017 -0.199 0.306 0.358
H 26.223 28.973 14.868 0.075 -0.142 -0.142 0.370
H 26.292 30.248 16.060 0.047 -0.199 0.167 -0.115
H 26.670 26.613 16.559 -0.090 -0.020 0.563 0.206
H 28.420 27.011 17.043 -0.392 -0.636 0.298 0.220
H 27.681 27.295 14.148 -0.775 -0.184 -0.113 0.383
H 27.854 25.645 14.845 0.225 0.015 -0.023 0.284
H 29.827 27.900 15.025 -0.244 0.199 -0.196 0.274
H 29.263 27.014 12.789 -0.442 0.195 -0.286 0.326
H 29.607 25.449 13.410 0.638 -0.191 0.001 0.329
H 31.601 26.432 12.071 -0.328 -0.018 -0.224 0.438
H 31.964 26.362 13.786 0.559 0.115 0.089 0.373
H 32.957 29.788 12.890 -0.253 -0.126 0.673 0.244
H 33.155 28.505 11.796 0.076 -0.417 -0.200 0.287
H 33.565 28.158 13.484 0.107 0.275 0.181 0.304
C 21.510 26.772 22.577 -1.139 -0.221 -0.094 0.676
O 21.856 25.457 22.240 -0.489 0.615 -0.620 0.877
C 22.479 24.810 23.288 0.577 -1.133 -0.101 0.733
C 22.844 23.409 22.825 1.146 -0.023 0.645 -0.973
N 24.019 23.321 21.952 -1.078 0.243 -1.018 0.027
C 23.894 24.230 20.763 0.440 -0.326 2.706 1.065
C 25.174 24.182 20.024 0.535 0.912 -1.513 -1.714
O 26.178 25.049 20.647 -0.710 -0.695 -0.021 0.793
C 27.422 25.161 19.980 0.491 0.111 -0.216 -0.113
H 20.634 26.704 23.222 -0.225 0.371 0.362 -0.588
H 21.183 27.285 21.673 0.334 0.128 0.062 -0.258
H 22.288 27.306 23.122 0.288 0.134 -0.182 -0.068
H 21.882 24.725 24.196 -0.469 0.250 0.170 -0.142
H 23.398 25.337 23.544 0.294 0.075 0.254 -0.355
H 22.014 22.898 22.337 -0.319 0.225 -0.107 0.723
H 23.045 22.859 23.745 0.172 -0.305 0.003 -0.690
H 24.888 23.529 22.421 -0.102 0.139 0.406 0.438
H 23.781 25.266 21.084 -0.150 0.174 -0.011 -1.008
H 22.956 23.974 20.270 0.379 -0.153 -0.638 0.069
H 24.938 24.636 19.061 0.359 -0.088 -0.554 0.365
H 25.474 23.145 19.872 0.562 -0.023 0.143 0.567
H 27.989 26.011 20.360 -0.259 0.038 0.625 -0.288
H 27.400 25.398 18.916 -0.759 -0.249 -0.362 0.270
H 28.072 24.292 20.087 -0.179 -0.329 0.134 0.043
```
Positions in Å, forces in eV/Å.

Results
HOMO ... -8.11 eV
Max |F| ... 7.1 eV/Å
Multiplicity ... 1
Total energy ... -175020.418 eV
Energy relative to the best compared isomer or geometry (same formula, charge and spin) ... 192.87 kcal/mol